[1]
ORCA calculation (ωB97M-V/def2-TZVPD) on 2 unconnected molecules or ions with the total composition C5H14NO2.

Each line ends with the Löwdin charge.
Atoms and positions in Å:
C  1.249  -1.456  0.613  -0.11
N  0.385  -0.646  1.552  -0.10
C  1.375  1.973  0.955  -0.12
C  0.317  1.313  0.115  -0.26
C  -0.492  0.334  0.911  -0.27
C  -1.411  -0.569  -0.209  -0.26
O  -1.161  -0.036  -1.404  -0.09
H  0.835  -1.261  -0.433  0.08
H  1.291  -2.617  0.757  0.11
H  2.373  -1.111  0.666  0.10
H  -0.281  -1.329  2.067  0.15
H  2.064  2.662  0.491  0.07
H  0.918  2.591  1.720  0.07
H  1.941  1.225  1.603  0.09
H  -0.259  2.213  -0.292  0.14
H  0.704  0.758  -0.808  0.12
H  -1.198  0.756  1.706  0.17
H  -1.118  -1.573  -0.162  0.08
H  -2.415  -0.494  0.101  0.11
H  -1.379  -0.477  -3.867  -0.01
H  -1.929  -1.032  -2.542  0.04
O  -1.812  -1.227  -3.541  -0.08

Computed properties:
**⟨S²⟩**: 0.758
**LUMO level (alpha / beta)**: 0.74 / -1.99 eV
**Highest occupied orbital energy (alpha / beta)**: -9.304 / -9.616 eV
**2S+1**: 2
**Kohn-Sham gap (alpha / beta)**: 10.04 / 7.63 eV

[2]
ORCA calculation (ωB97M-V/def2-TZVPD) on 2 unconnected molecules or ions with the total composition C5H14NO2.

Each line ends with the Löwdin charge.
Atoms and positions in Å:
O  2.605  0.253  1.224  0.10
C  1.530  0.738  1.054  -0.14
C  0.616  0.194  -0.148  -0.19
C  -0.754  -0.278  0.222  -0.16
C  -1.704  0.981  0.282  -0.23
C  -2.418  1.282  1.569  -0.10
N  1.559  -0.981  -0.695  0.22
H  0.933  1.430  1.658  0.14
H  0.587  0.894  -1.003  0.16
H  -0.895  -0.868  1.128  0.13
H  -1.155  -0.836  -0.634  0.08
H  -1.215  1.873  -0.107  0.10
H  -2.411  0.793  -0.565  0.12
H  -2.366  2.285  1.977  0.07
H  -2.065  0.654  2.416  0.08
H  -3.479  1.029  1.557  0.08
H  2.538  -0.723  -0.783  0.16
H  1.471  -1.689  0.031  0.17
H  1.166  -1.246  -1.595  0.13
H  -1.738  -1.609  -2.944  0.07
H  -0.311  -2.140  -3.163  0.07
O  -0.838  -1.555  -2.595  -0.05

Computed properties:
**LUMO level**: -3.38 eV
**Net charge**: +1
**Highest occupied orbital energy**: -14.418 eV
**Kohn-Sham gap**: 11.04 eV

[3]
ORCA calculation (ωB97M-V/def2-TZVPD) on 3 unconnected molecules or ions with the total composition C5H14NO2.

Each line ends with the Löwdin charge.
Atoms and positions in Å:
C  2.482  0.460  -1.423  -0.05
C  1.163  0.773  -2.088  -0.18
C  -0.079  0.625  -1.373  0.12
C  -0.191  -0.093  -0.176  0.09
N  -1.389  -0.499  0.420  0.08
C  -1.594  -0.500  1.689  0.23
H  3.296  0.969  -1.934  0.11
H  2.761  -0.599  -1.470  0.11
H  2.525  0.777  -0.384  0.09
H  1.043  0.316  -3.097  0.20
H  1.122  1.818  -2.455  0.18
H  -0.969  1.001  -1.865  0.16
H  0.703  -0.341  0.380  0.16
H  -2.135  -0.791  -0.220  0.21
H  -0.792  -0.233  2.374  0.15
H  -2.537  -0.836  2.085  0.15
H  -0.027  -3.841  1.721  0.08
H  -0.927  -3.504  0.565  0.06
O  -0.469  -3.081  1.304  -0.05
H  -1.996  2.506  2.346  0.08
H  -0.654  2.866  1.909  0.08
O  -1.336  2.207  1.693  -0.05

Computed properties:
**⟨S²⟩**: 0.756
**LUMO level (alpha / beta)**: -9.82 / -12.73 eV
**Net charge**: +2
**Highest occupied orbital energy (alpha / beta)**: -18.950 / -18.930 eV
**2S+1**: 2
**Kohn-Sham gap (alpha / beta)**: 9.13 / 6.20 eV

[4]
ORCA calculation (ωB97M-V/def2-TZVPD) on 3 unconnected molecules or ions with the total composition C5H14NO4.

Each line ends with the Löwdin charge.
Atoms and positions in Å:
O  0.652  1.301  -2.714  0.09
C  0.387  0.324  -2.065  -0.18
C  1.042  0.129  -0.673  -0.25
C  -0.203  0.040  0.249  -0.18
C  0.204  -0.078  1.692  -0.17
C  0.515  1.170  2.468  -0.18
O  0.836  2.172  1.862  0.03
N  2.046  1.155  -0.404  0.23
H  -0.338  -0.433  -2.374  0.11
H  1.436  -0.888  -0.812  0.17
H  -0.794  0.965  0.117  0.13
H  -0.806  -0.872  0.035  0.12
H  -0.569  -0.701  2.181  0.12
H  0.838  -1.000  1.855  0.16
H  0.635  1.134  3.553  0.14
H  1.641  2.000  0.035  0.15
H  2.472  1.526  -1.279  0.19
H  2.712  0.877  0.314  0.18
H  -3.192  0.609  0.433  0.07
H  -3.566  -0.595  1.275  0.06
O  -2.800  -0.158  0.890  -0.05
H  -0.480  -3.337  -2.116  0.06
H  -1.706  -2.839  -2.524  0.07
O  -0.963  -2.500  -1.995  -0.06

Computed properties:
**LUMO level**: -2.95 eV
**Net charge**: +1
**Highest occupied orbital energy**: -13.799 eV
**Kohn-Sham gap**: 10.84 eV

[5]
ORCA calculation (ωB97M-V/def2-TZVPD) on a single C5H14NO5P molecule.

Each line ends with the Löwdin charge.
Atoms and positions in Å:
C  0.975  2.608  0.527  -0.06
C  1.396  1.816  -0.731  -0.25
O  2.288  0.733  -0.418  -0.16
P  1.535  -0.648  -0.179  0.39
O  1.115  -1.224  -1.438  -0.21
O  2.650  -1.516  0.634  -0.18
O  3.013  -2.594  -0.213  -0.04
O  0.378  -0.320  0.839  -0.17
C  -0.660  -1.334  0.901  -0.19
C  -2.016  -0.634  0.985  -0.17
C  -2.734  -0.566  -0.366  -0.28
N  -1.953  0.058  -1.421  0.01
H  -0.088  2.455  0.673  0.06
H  1.229  3.655  0.457  0.07
H  1.456  2.122  1.366  0.08
H  1.973  2.499  -1.343  0.11
H  0.542  1.496  -1.316  0.09
H  3.979  -2.652  -0.151  0.11
H  -0.618  -2.042  0.079  0.12
H  -0.534  -1.903  1.816  0.12
H  -1.862  0.342  1.433  0.11
H  -2.622  -1.210  1.685  0.11
H  -3.651  0.002  -0.236  0.10
H  -2.967  -1.576  -0.684  0.11
H  -1.201  -0.539  -1.740  0.05
H  -1.624  0.973  -1.159  0.05

Computed properties:
**LUMO level**: 0.75 eV
**Highest occupied orbital energy**: -9.032 eV
**SMILES string**: CCO[P@@](=O)(OO)OCCCN
**Kohn-Sham gap**: 9.78 eV

[6]
ORCA calculation (ωB97M-V/def2-TZVPD) on 2 unconnected molecules or ions with the total composition C5H14NOS.

Each line ends with the Löwdin charge.
Atoms and positions in Å:
C  0.360  -1.732  1.085  -0.32
N  0.078  -0.343  0.759  -0.09
C  0.351  0.088  -0.663  -0.51
C  1.844  0.539  -0.735  -0.68
S  2.220  0.500  -2.598  0.04
C  -0.715  1.123  -0.896  -0.12
C  0.193  -1.941  2.595  -0.11
H  -0.270  -2.362  0.450  0.11
H  1.383  -2.053  0.844  0.10
H  0.607  0.294  1.353  0.10
H  0.267  -0.780  -1.333  0.10
H  1.967  1.350  -0.033  0.04
H  2.552  -0.210  -0.321  0.02
H  -0.555  2.111  -0.443  0.08
H  -1.590  0.694  -0.412  0.07
H  -0.921  1.326  -1.956  0.05
H  -0.716  -1.352  2.800  0.07
H  0.006  -2.967  2.903  0.06
H  1.070  -1.501  3.054  0.06
H  -2.593  1.892  -2.741  0.02
H  -2.451  2.895  -1.587  0.01
O  -3.084  2.430  -2.126  -0.07

Computed properties:
**LUMO level**: 3.51 eV
**Net charge**: -1
**Highest occupied orbital energy**: -2.532 eV
**Kohn-Sham gap**: 6.04 eV

[7]
ORCA calculation (ωB97M-V/def2-TZVPD) on 2 unconnected molecules or ions with the total composition C5H14NOS.

Each line ends with the Löwdin charge.
Atoms and positions in Å:
C  -0.177  1.066  1.426  -0.23
N  1.051  1.048  0.613  -0.06
C  1.734  -0.205  0.421  -0.32
C  2.147  -0.498  -1.009  -0.65
S  0.923  -0.645  -2.289  0.67
C  -1.355  1.740  0.717  -0.23
C  -2.074  0.789  -0.255  -0.10
H  0.041  1.625  2.292  0.09
H  -0.405  0.077  1.749  0.10
H  0.846  1.457  -0.292  0.08
H  1.107  -1.045  0.750  0.11
H  2.678  -0.318  0.963  0.11
H  2.683  0.381  -1.420  0.07
H  2.901  -1.282  -1.022  0.07
H  -0.905  2.561  0.168  0.10
H  -2.034  2.188  1.440  0.10
H  -2.709  0.108  0.308  0.07
H  -2.744  1.372  -0.846  0.06
H  -1.343  0.216  -0.791  0.00
H  -0.106  -3.365  -1.274  0.00
H  -1.543  -3.401  -0.927  0.04
O  -0.715  -3.869  -0.723  -0.07

Computed properties:
**⟨S²⟩**: 0.753
**LUMO level (alpha / beta)**: 0.72 / -2.26 eV
**Highest occupied orbital energy (alpha / beta)**: -8.854 / -8.845 eV
**2S+1**: 2
**Kohn-Sham gap (alpha / beta)**: 9.57 / 6.59 eV

[8]
ORCA calculation (ωB97M-V/def2-TZVPD) on a single C5H14NP molecule.

Each line ends with the Löwdin charge.
Atoms and positions in Å:
C  2.527  0.954  0.293  -0.29
C  -2.308  -0.353  1.164  -0.12
C  0.688  -0.814  -1.957  -0.17
C  -1.834  0.648  0.103  -0.29
C  -0.335  0.968  0.248  -0.32
N  0.982  -1.392  0.691  -0.15
P  1.080  -0.042  -0.340  0.69
H  2.325  1.940  -0.117  -0.09
H  3.567  0.698  -0.354  0.01
H  -3.263  -0.660  0.919  0.03
H  -1.617  -1.228  1.290  0.06
H  -2.146  0.134  2.185  0.10
H  -0.057  -1.572  -1.973  0.04
H  0.358  0.165  -2.300  0.04
H  1.614  -1.183  -2.225  0.01
H  -2.420  1.448  0.337  0.06
H  -2.034  0.349  -0.944  0.11
H  -0.145  1.851  -0.424  0.09
H  -0.111  1.242  1.334  0.11
H  1.709  -2.055  0.508  0.03
H  1.421  -1.097  1.560  0.04

Computed properties:
**LUMO level**: 0.81 eV
**Highest occupied orbital energy**: -7.725 eV
**SMILES string**: C=[P@@](C)(N)CCC
**Kohn-Sham gap**: 8.53 eV

no.,DFT total energy (hartree)
1,-403.990284
2,-403.865300
3,-403.375609
4,-554.343563
5,-971.211088
6,-727.080692
7,-727.015249
8,-594.902262